(1)
Molecular formula: C54H50N2O6S3V
Method: DFT, the ωB97M-V functional and the def2-TZVPD basis

## Properties
Total charge = -1
HOMO level (alpha / beta) = -4.09 / -4.27 eV
Kohn-Sham gap (alpha / beta) = 6.080 / 6.265 eV
DFT total energy = -130269.37333 eV
Energy above the lowest of the compared OMol25 structures with the same formula, charge and spin = 0.0000 eV
LUMO (alpha / beta) = 0.07317 / 0.07320 hartree
2S+1 = 3

Last column: Mulliken spin population.
Geometry (Å):
C -21.999 -3.153 9.520  -0.01
H -21.784 2.335 3.014  0.00
H -23.041 2.337 4.285  0.00
C -24.485 -6.143 7.207  0.00
H -23.654 0.055 13.048  0.00
H -17.089 -1.862 7.599  0.00
H -18.437 2.248 4.424  0.00
C -22.422 -4.252 6.156  0.00
H -20.170 -1.944 11.406  0.00
H -16.152 -1.982 9.895  0.00
C -17.222 -1.864 9.736  0.00
H -25.327 -1.207 1.554  0.00
H -22.343 2.160 12.912  0.00
H -29.128 1.731 8.199  0.00
C -21.658 -5.380 4.153  0.00
C -23.954 -1.222 3.272  0.02
S -24.500 0.241 8.313  -0.04
H -29.812 -0.991 11.904  0.00
C -25.585 -7.037 7.265  0.00
H -23.514 -1.631 11.237  0.00
C -28.486 0.926 7.848  0.00
C -28.056 -1.462 8.464  0.00
C -29.242 -0.110 10.016  0.00
S -26.879 1.820 7.884  0.00
C -17.758 -1.772 8.436  0.00
V -23.105 -0.854 6.633  1.96
O -23.942 -2.477 6.938  -0.03
H -24.427 -3.733 12.954  0.00
H -28.158 -4.770 6.866  0.00
C -21.542 -1.662 9.207  0.03
H -20.981 2.602 10.868  0.00
C -19.141 -1.622 8.220  0.00
H -24.173 -6.235 10.989  0.00
H -22.640 -5.008 8.742  0.00
H -23.338 -5.629 12.405  0.00
C -24.728 -4.779 7.042  0.00
O -22.452 -3.339 10.890  0.00
H -19.001 -3.897 5.748  0.00
H -17.790 -2.162 11.801  0.00
H -23.547 -1.826 -0.062  0.00
C -18.124 4.465 7.022  0.00
H -20.602 -1.835 3.092  0.00
H -17.401 5.179 7.381  0.00
H -26.713 0.265 3.179  0.00
H -27.711 -3.482 9.030  0.00
C -22.003 2.590 4.083  0.00
C -26.884 -6.554 7.065  0.00
H -28.768 0.663 6.818  0.00
C -20.029 -4.211 5.486  0.00
C -24.971 -0.718 4.137  0.04
C -28.590 -0.224 8.790  0.00
C -23.350 -5.573 11.318  0.00
H -21.808 3.637 4.256  0.00
H -27.731 -7.226 7.100  0.00
H -21.889 -5.994 3.271  0.00
C -23.520 -3.824 7.193  0.01
H -26.144 -3.207 6.935  0.01
C -21.535 1.698 10.951  0.00
C -22.677 -5.015 5.015  0.00
S -21.018 1.564 5.189  0.00
C -22.300 1.454 12.077  0.00
C -21.631 -1.776 2.700  -0.01
O -21.722 -1.385 7.852  -0.01
H -20.911 -3.081 7.102  0.00
H -25.543 -4.390 11.768  0.00
C -23.016 -3.979 8.685  0.00
H -21.263 -2.213 0.608  0.00
C -26.036 -4.287 7.023  0.00
H -19.549 -5.409 3.719  0.00
C -23.330 -1.759 1.004  -0.01
C -21.391 0.708 9.991  0.00
C -19.410 4.373 7.553  0.00
H -25.086 -2.698 11.697  0.00
C -19.934 2.717 5.890  0.00
H -16.771 3.790 5.495  0.00
O -22.076 0.984 6.283  -0.01
C -29.279 -1.153 10.961  0.00
H -19.501 -1.555 7.205  0.00
H -25.414 -8.103 7.307  0.00
H -28.409 -3.083 11.453  0.00
C -18.118 -1.939 10.779  0.00
C -28.070 -2.529 9.374  0.00
C -22.606 -1.488 3.713  0.01
C -20.342 3.513 6.959  0.00
O -24.146 -3.974 9.580  0.01
C -24.722 -3.696 11.888  0.00
C -24.302 -1.358 1.873  0.01
C -22.930 -0.708 11.169  0.00
N -25.680 0.529 5.868  0.01
C -25.661 0.784 7.162  -0.01
C -28.548 -2.321 10.675  0.00
C -23.629 -4.136 10.936  0.00
C -23.012 0.247 12.184  0.00
C -22.011 -0.537 10.134  -0.01
C -17.740 3.720 5.925  0.00
H -27.040 -0.799 4.565  0.00
C -18.673 2.834 5.325  0.00
C -21.092 -3.800 6.301  0.01
O -22.208 -1.520 4.924  0.03
H -19.692 4.982 8.441  0.00
H -20.816 0.881 9.107  0.00
C -19.494 -1.849 10.566  0.00
H -23.487 -6.587 7.291  0.00
H -23.681 -5.384 4.791  0.00
H -26.631 -1.522 3.022  0.00
H -21.051 -3.748 9.524  0.00
C -20.308 -5.045 4.412  0.00
N -24.699 -0.269 5.381  -0.05
H -27.631 -1.617 7.489  0.00
C -20.040 -1.700 9.304  -0.01
C -21.993 -1.935 1.366  0.01
C -27.126 -5.149 6.962  0.00
H -29.746 0.834 10.270  0.00
C -26.408 -0.688 3.684  0.00
H -22.409 -5.950 10.969  0.00
H -21.360 3.458 7.332  0.00

---

(2)
Molecular formula: C22H22N5OPbS5
Method: DFT, the ωB97M-V functional and the def2-TZVPD basis

## Properties
Total charge = +1
HOMO level (alpha / beta) = -11.15 / -11.15 eV
Kohn-Sham gap (alpha / beta) = 6.245 / 6.247 eV
DFT total energy = -92088.94166 eV
Energy above the lowest of the compared OMol25 structures with the same formula, charge and spin = 0.1899 eV
LUMO (alpha / beta) = -0.18035 / -0.18032 hartree
2S+1 = 1

Last column: Mulliken charge in e.
Geometry (Å):
N 2.411 -2.550 10.030  -0.45
C -2.757 4.833 2.771  -0.70
H 0.835 6.757 -2.297  0.38
C 1.251 5.776 -2.073  -1.01
H 4.838 4.256 1.193  0.27
H 4.231 3.339 -1.049  0.48
C 0.278 -2.090 7.300  -0.79
N 0.680 3.885 0.546  -0.28
C -1.589 4.471 2.121  -0.41
C 4.039 4.381 -0.808  -0.91
H -2.899 2.442 -0.255  0.43
C 2.373 -0.940 6.932  -0.75
H 1.329 6.074 0.066  0.41
S -5.448 -0.957 -0.957  -0.10
H -2.716 5.505 3.618  0.44
H -0.632 4.853 2.449  0.48
S -2.588 -2.309 -0.773  0.12
C -1.054 0.387 2.392  -0.64
C -1.639 3.599 1.036  0.69
H -4.986 3.105 0.895  0.44
S 2.704 2.077 0.614  -0.43
C 2.000 5.818 -0.751  -0.70
H 1.913 5.494 -2.893  0.32
C -0.176 -1.662 6.066  -0.38
C 1.554 -1.734 7.731  0.46
C 1.930 3.580 0.168  0.47
C -0.386 3.173 0.359  0.37
C -3.979 4.339 2.333  -0.47
N 2.627 4.524 -0.438  0.14
H 3.357 -0.661 7.281  0.45
H 4.766 5.905 0.553  0.32
O -0.468 2.135 -0.413  -0.79
S -4.590 -2.630 -0.834  0.17
N 0.149 -0.015 1.854  -0.06
S -2.345 -0.406 -0.874  -0.14
C -4.033 3.480 1.244  -0.75
Pb 0.892 0.407 -0.410  0.88
H 2.525 0.152 5.090  0.54
H 6.001 4.787 -0.026  0.40
C -2.865 3.106 0.598  -0.18
C -1.047 0.131 3.725  -0.70
C 1.913 -0.496 5.704  -0.34
C 4.964 4.864 0.297  -1.00
H -1.154 -1.954 5.707  0.50
H -4.891 4.629 2.838  0.41
H 1.859 -0.910 2.784  0.50
C 0.647 -0.869 5.280  0.46
H -0.347 -2.710 7.928  0.45
C 2.030 -2.188 9.009  0.00
H -1.826 0.833 1.790  0.55
H 4.179 4.964 -1.719  0.38
H 0.431 5.060 -2.026  0.22
N 0.181 -0.430 4.004  0.18
H -1.773 0.319 4.496  0.52
H 2.803 6.554 -0.779  0.42
C 0.866 -0.495 2.849  -0.27

---

(3)
Molecular formula: C16H14BrFHf
Method: DFT, the ωB97M-V functional and the def2-TZVPD basis

## Properties
HOMO level = -8.26 eV
Kohn-Sham gap = 7.920 eV
DFT total energy = -90886.33605 eV
Energy above the lowest of the compared OMol25 structures with the same formula, charge and spin = 0.9025 eV
LUMO = -0.01243 hartree
2S+1 = 1

Last column: Mulliken charge in e.
Geometry (Å):
C 1.757 1.267 3.184  -0.91
C 0.927 -2.221 -1.810  -0.45
H 1.150 -0.640 2.484  -0.11
H 2.146 0.839 4.104  0.43
H -0.928 1.594 -2.926  0.48
C 0.654 0.929 1.034  0.38
F 2.411 3.446 3.879  -0.34
C -1.464 0.951 -2.214  -0.51
H 1.400 -2.021 -2.781  0.38
H 2.497 -1.504 -0.326  0.40
C -2.460 0.161 -0.257  -0.58
H 0.697 -2.245 1.577  0.57
H -3.083 -1.832 -1.150  0.58
C -1.948 -0.378 -2.474  -0.42
H -1.849 -0.911 -3.431  0.42
C 1.163 0.434 2.199  -0.05
C 0.557 -2.327 0.495  -0.46
C -2.579 -0.862 -1.280  -0.35
H -1.468 2.187 -0.321  0.68
Br 1.543 0.867 -1.831  -0.41
C 0.768 2.292 0.821  -0.04
H -1.089 -3.061 -2.379  0.60
C -1.776 1.278 -0.842  -0.54
H -2.808 0.078 0.785  0.36
C 1.523 -1.967 -0.508  -0.34
H 1.422 4.231 1.567  0.42
C -0.391 -2.744 -1.592  -0.37
C 1.829 2.614 2.935  0.43
C 1.345 3.164 1.757  -0.91
C -0.630 -2.795 -0.171  -0.59
H -1.546 -3.140 0.332  0.42
Hf -0.218 -0.475 -0.747  0.60
H 0.448 2.793 -0.112  0.25

---

(4)
Molecular formula: C15H15N4PS3Se4W
Method: DFT, the ωB97M-V functional and the def2-TZVPD basis

## Properties
Total charge = +2
HOMO level (alpha / beta) = -13.70 / -13.75 eV
Kohn-Sham gap (alpha / beta) = 5.715 / 5.985 eV
DFT total energy = -326749.72145 eV
Energy above the lowest of the compared OMol25 structures with the same formula, charge and spin = 1.6725 eV
LUMO (alpha / beta) = -0.29338 / -0.28546 hartree
2S+1 = 1

Last column: Mulliken charge in e.
Geometry (Å):
H -1.610 -4.607 1.047  0.37
N 1.542 4.684 0.040  -0.44
C 1.232 3.745 0.625  -0.23
C -0.427 2.637 2.036  -0.42
H 1.664 -3.374 -0.925  0.36
C -1.131 2.252 -1.528  0.22
H -1.392 5.202 -3.027  0.45
C 0.845 2.722 -2.578  -0.17
S -2.534 1.011 3.131  -0.02
C -1.015 1.460 2.385  0.10
N 3.295 1.147 -0.714  -0.50
C 1.306 1.329 0.912  0.19
C 1.784 -3.139 0.132  -1.31
H -0.010 -5.359 0.841  0.48
C 0.381 3.944 -3.058  -0.80
H 1.006 4.598 -3.647  0.46
W -1.219 -0.873 0.001  0.39
H 2.394 -2.240 0.212  0.35
H -2.582 3.682 -1.728  0.31
C 0.505 -3.097 2.684  -1.37
Se -2.693 -3.453 -2.627  -0.05
H -0.835 -4.617 -0.547  0.32
H 1.369 -0.779 1.297  0.69
S -1.743 -0.877 2.583  0.13
H 1.859 2.393 -2.778  0.51
Se 0.058 -1.086 -1.924  0.22
H 0.980 -2.202 3.085  0.39
C -0.902 4.285 -2.729  -0.13
C 2.444 1.248 0.051  -0.36
N 0.106 1.908 -1.827  0.11
Se -2.965 -2.268 -0.595  0.10
H 1.187 -3.936 2.835  0.51
Se -0.657 -2.795 -3.372  -0.08
S -2.205 1.324 -0.530  -0.42
H 2.318 -3.959 0.613  0.54
H -0.845 3.604 2.280  0.60
C -0.656 -4.539 0.525  -1.26
P 0.142 -2.962 0.904  0.97
C -0.452 0.199 2.049  0.41
N -1.629 3.439 -1.974  0.04
H -0.404 -3.299 3.250  0.41
C 0.734 2.550 1.236  0.48
C 0.753 0.098 1.353  -0.55